Entry 1:
C40H47N8S3SbTi | ωB97M-V with the def2-TZVPD basis set

As for the charge: +4. For the energy above the lowest of the compared OMol25 structures with the same formula, charge and spin, the calculation gives 0.0 kJ/mol. Its LUMO energy is -12.17 eV. For the total energy, the calculation gives -4273.57789 hartree. The HOMO-LUMO gap is 4.4 eV.

Cartesian coordinates (Å):
Ti: -0.01 1.24 -0.32
N: 0.77 1.10 -2.36
C: 1.71 2.16 -2.83
C: 1.19 3.47 -2.27
N: 0.89 3.32 -0.82
C: 2.04 3.64 0.07
C: 2.94 2.43 0.20
N: 2.07 1.23 0.39
H: 1.23 0.19 -2.29
H: 0.04 0.99 -3.06
H: 1.75 2.19 -3.91
H: 2.71 1.93 -2.47
H: 0.25 3.73 -2.77
H: 1.88 4.29 -2.45
H: 0.19 4.02 -0.61
H: 1.64 3.91 1.04
H: 2.60 4.50 -0.31
H: 3.61 2.54 1.05
H: 3.56 2.28 -0.67
H: 2.00 1.05 1.38
H: 2.53 0.41 0.00
N: -1.39 3.88 2.68
C: -0.49 3.28 3.56
C: -0.22 3.54 4.90
C: 0.69 2.70 5.51
C: 1.27 1.62 4.82
C: 0.99 1.37 3.49
C: 0.11 2.25 2.84
N: -0.39 2.28 1.53
C: -1.31 3.25 1.52
C: -2.09 3.44 0.30
C: -3.06 4.33 -0.02
S: -3.60 4.05 -1.62
C: -2.52 2.76 -1.76
N: -1.78 2.53 -0.69
H: -2.02 4.63 2.92
H: -0.70 4.35 5.44
H: 0.94 2.85 6.55
H: 1.94 0.97 5.35
H: 1.39 0.48 3.03
H: -3.48 5.12 0.58
H: -2.44 2.18 -2.67
S: -3.46 0.62 3.60
C: -4.63 0.12 4.74
C: -4.40 -1.15 5.17
C: -3.26 -1.74 4.55
C: -2.65 -0.91 3.66
C: -1.47 -1.17 2.84
C: -1.22 -0.37 1.72
N: -0.15 -0.52 0.92
C: 0.70 -1.58 1.13
C: 0.52 -2.40 2.27
C: 1.42 -3.49 2.52
C: 2.41 -3.78 1.66
C: 2.57 -3.03 0.45
C: 3.54 -3.38 -0.50
C: 3.65 -2.68 -1.69
C: 2.73 -1.63 -1.87
N: 1.81 -1.26 -0.99
C: 1.72 -1.93 0.18
C: 4.64 -2.99 -2.71
C: 5.62 -3.96 -2.65
C: 6.42 -4.00 -3.81
C: 6.04 -3.08 -4.74
S: 4.71 -2.15 -4.22
C: -0.55 -2.16 3.12
H: -5.42 0.79 5.04
H: -5.02 -1.66 5.89
H: -2.94 -2.75 4.75
H: -1.91 0.43 1.47
H: 1.27 -4.08 3.41
H: 3.08 -4.62 1.84
H: 4.19 -4.22 -0.29
H: 2.76 -1.07 -2.80
H: 5.78 -4.61 -1.80
H: 7.24 -4.68 -3.95
H: 6.47 -2.90 -5.71
H: -0.66 -2.78 4.01
C: -1.75 0.22 -4.60
C: -2.71 -0.23 -3.50
Sb: -1.87 -0.67 -1.57
C: -1.06 -2.64 -1.82
C: -1.95 -3.54 -2.67
C: -3.60 -0.87 -0.33
C: -4.82 -1.38 -1.09
H: -2.25 0.23 -5.56
H: -0.89 -0.45 -4.70
H: -1.39 1.24 -4.45
H: -3.17 -1.18 -3.77
H: -3.54 0.47 -3.37
H: -0.93 -3.02 -0.81
H: -0.06 -2.52 -2.26
H: -2.96 -3.63 -2.27
H: -1.52 -4.54 -2.70
H: -2.02 -3.20 -3.70
H: -3.80 0.11 0.11
H: -3.32 -1.54 0.48
H: -5.11 -0.73 -1.92
H: -5.67 -1.44 -0.42
H: -4.66 -2.38 -1.50



Entry 2:
C5H9NO3 | ωB97M-V with the def2-TZVPD basis set

As for the charge: 0. Its SMILES is C=C(C)C(=O)NC(O)O. For the energy above the lowest of the compared OMol25 structures with the same formula, charge and spin, the calculation gives 222.8 kJ/mol. Its LUMO energy is 0.72 eV. For the total energy, the calculation gives -476.35930 hartree. The HOMO-LUMO gap is 10.4 eV.

Cartesian coordinates (Å):
C: 0.64 -0.26 -2.05
C: 0.87 -0.05 -0.76
C: 1.56 -1.03 0.13
C: 0.47 1.27 -0.16
O: 0.93 2.32 -0.56
N: -0.44 1.24 0.87
C: -1.74 0.18 0.91
O: -2.12 -0.35 -0.26
O: -1.21 -0.71 1.79
H: 0.11 0.47 -2.66
H: 0.88 -1.20 -2.52
H: 1.89 -1.90 -0.44
H: 0.91 -1.37 0.94
H: 2.44 -0.57 0.58
H: -0.65 2.18 1.20
H: -2.55 0.81 1.30
H: -1.45 -0.99 -0.55
H: -0.54 -0.05 2.23



Entry 3:
C29H52ClFNO25P5 | ωB97M-V with the def2-TZVPD basis set

As for the charge: 0. Its SMILES is O=C(Cl)Cc1cc2c(cc1C(=O)NC(=O)F)C(=O)C=CC2=O.COP(=O)(OC)OC.COP(=O)(OC)OC.COP(=O)(OC)OC.COP(=O)(OC)OC.COP(=O)(OC)OC. Its LUMO energy is -3.25 eV. For the total energy, the calculation gives -5337.61074 hartree. The HOMO-LUMO gap is 6.3 eV.

Cartesian coordinates (Å):
O: -0.74 6.91 1.26
C: -0.58 5.65 0.80
Cl: -1.95 4.45 1.16
C: 0.79 5.36 -0.05
C: 1.32 3.81 -0.02
C: 1.02 2.69 1.15
C: 1.68 1.17 1.05
C: 2.68 0.75 -0.22
C: 2.97 1.84 -1.42
C: 2.29 3.34 -1.30
C: 2.65 4.38 -2.56
O: 3.78 5.07 -2.66
N: 1.60 4.46 -3.66
C: 0.33 3.73 -3.31
O: 0.11 2.41 -3.51
F: -0.85 4.48 -2.74
C: 3.33 -0.78 -0.23
O: 4.56 -0.96 -0.72
C: 2.38 -1.96 0.43
C: 1.48 -1.57 1.59
C: 1.44 -0.01 2.19
O: 1.25 0.24 3.49
H: 0.67 5.79 -1.15
H: 1.65 6.02 0.45
H: 0.32 2.99 2.05
H: 3.68 1.56 -2.33
H: 1.34 5.49 -3.73
H: 2.41 -3.06 0.00
H: 0.79 -2.39 2.09
C: -7.91 5.16 5.54
O: -6.52 4.95 5.38
P: -5.70 6.14 4.44
O: -4.92 5.00 3.76
O: -4.88 6.64 5.78
C: -5.64 7.30 6.78
O: -4.89 7.33 3.49
C: -3.56 7.08 3.05
H: -8.44 4.24 5.27
H: -8.12 5.40 6.58
H: -8.26 5.98 4.90
H: -5.91 6.58 7.56
H: -6.56 7.74 6.36
H: -5.04 8.09 7.22
H: -3.57 6.35 2.23
H: -2.94 6.74 3.88
H: -3.15 8.02 2.66
C: 4.72 3.43 -8.75
O: 4.94 2.31 -7.92
P: 6.38 2.40 -6.96
O: 6.64 0.93 -7.30
O: 5.45 2.49 -5.59
C: 4.71 3.68 -5.41
O: 7.81 2.49 -6.00
C: 8.27 1.33 -5.33
H: 4.53 3.08 -9.77
H: 3.83 3.97 -8.40
H: 5.57 4.11 -8.76
H: 3.68 3.52 -5.75
H: 5.15 4.52 -5.96
H: 4.69 3.93 -4.35
H: 8.73 0.64 -6.05
H: 7.46 0.84 -4.79
H: 9.04 1.62 -4.62
C: 4.07 -7.73 0.52
O: 4.09 -6.50 -0.18
P: 5.65 -5.78 -0.34
O: 5.00 -4.42 -0.02
O: 5.60 -6.03 -1.97
C: 5.68 -7.38 -2.40
O: 7.21 -5.05 -0.49
C: 7.31 -3.71 -0.94
H: 3.32 -7.68 1.31
H: 3.81 -8.53 -0.17
H: 5.05 -7.94 0.98
H: 4.68 -7.76 -2.60
H: 6.16 -8.02 -1.64
H: 6.27 -7.43 -3.32
H: 7.01 -3.02 -0.14
H: 6.70 -3.55 -1.84
H: 8.35 -3.50 -1.18
C: 1.49 -6.53 -2.00
O: 1.57 -7.48 -3.05
P: 0.25 -7.43 -4.16
O: 0.25 -8.97 -4.15
O: 1.27 -6.90 -5.35
C: 1.78 -5.59 -5.20
O: -1.07 -7.39 -5.28
C: -1.23 -8.45 -6.21
H: 1.64 -7.05 -1.05
H: 2.29 -5.79 -2.12
H: 0.52 -6.03 -1.99
H: 2.78 -5.64 -4.77
H: 1.13 -4.97 -4.57
H: 1.85 -5.12 -6.19
H: -1.61 -9.34 -5.69
H: -0.29 -8.67 -6.71
H: -1.97 -8.15 -6.95
C: -7.23 1.67 7.99
O: -8.60 1.53 7.68
P: -9.03 0.01 6.97
O: -9.93 0.77 6.00
O: -9.89 -0.39 8.32
C: -9.14 -0.63 9.50
O: -9.45 -1.51 6.25
C: -10.73 -1.67 5.67
H: -6.87 2.61 7.56
H: -7.11 1.71 9.07
H: -6.64 0.85 7.58
H: -9.13 0.27 10.12
H: -8.11 -0.93 9.27
H: -9.61 -1.44 10.06
H: -10.77 -1.14 4.71
H: -11.51 -1.31 6.35
H: -10.89 -2.73 5.47



Entry 4:
C7H15O4 | ωB97M-V with the def2-TZVPD basis set

As for the charge: 0. For the energy above the lowest of the compared OMol25 structures with the same formula, charge and spin, the calculation gives 102.9 kJ/mol. The expectation value of S² is 0.76. Its LUMO energy (spin up / spin down) is 0.95 / -1.66 eV. For the total energy, the calculation gives -576.44847 hartree. As for the multiplicity: 2. The HOMO-LUMO gap (spin up / spin down) is 9.3 / 6.7 eV.

Cartesian coordinates (Å):
C: 3.01 2.29 0.09
O: 3.71 1.13 0.33
C: 5.07 1.20 0.32
C: 5.81 0.10 0.14
O: 5.25 -1.10 -0.16
C: 6.16 -2.13 -0.50
H: 3.12 3.07 0.86
H: 3.02 2.59 -0.96
H: 1.37 2.13 0.23
H: 5.53 2.17 0.51
H: 6.88 0.12 0.37
H: 6.82 -2.37 0.35
H: 6.77 -1.84 -1.37
H: 5.56 -3.01 -0.75
O: 0.06 2.12 0.21
C: -0.74 1.51 1.17
C: -2.14 1.25 0.68
O: -2.13 0.29 -0.34
C: -3.40 0.00 -0.85
H: -0.77 2.12 2.10
H: -0.27 0.55 1.45
H: -2.59 2.20 0.32
H: -2.75 0.90 1.53
H: -3.28 -0.76 -1.63
H: -4.07 -0.38 -0.07
H: -3.87 0.90 -1.30



Entry 5:
C24H40ClN4O4S2 | ωB97M-V with the def2-TZVPD basis set

As for the charge: -1. For the energy above the lowest of the compared OMol25 structures with the same formula, charge and spin, the calculation gives 0.0 kJ/mol. Its LUMO energy is 2.52 eV. For the total energy, the calculation gives -2715.06119 hartree. The HOMO-LUMO gap is 8.4 eV.

Cartesian coordinates (Å):
C: 3.91 0.09 -0.56
C: 3.76 1.62 -0.85
C: 2.95 1.93 -2.17
C: 2.75 3.48 -2.25
C: 1.29 3.97 -1.99
C: 0.95 4.28 -0.50
C: 0.54 3.05 0.38
C: -0.37 2.01 -0.34
C: -0.47 0.74 0.60
S: -2.16 0.04 0.72
O: -2.05 -1.45 0.72
O: -2.73 0.41 2.06
N: -3.21 0.59 -0.48
S: -2.74 0.07 -2.01
O: -3.84 -0.72 -2.66
O: -1.48 -0.72 -2.06
C: -2.57 1.61 -3.02
C: -3.88 2.44 -2.85
C: -3.78 3.51 -1.73
Cl: -2.52 4.79 -2.12
H: 4.60 -0.34 -1.32
H: 4.44 0.00 0.42
H: 2.95 -0.45 -0.48
H: 3.22 2.11 -0.02
H: 4.75 2.12 -0.92
H: 3.64 1.63 -3.00
H: 2.02 1.34 -2.24
H: 3.48 3.99 -1.58
H: 3.00 3.79 -3.29
H: 1.18 4.93 -2.54
H: 0.60 3.26 -2.48
H: 1.88 4.71 -0.05
H: 0.20 5.09 -0.40
H: 1.38 2.51 0.84
H: -0.06 3.46 1.22
H: -1.40 2.38 -0.54
H: 0.05 1.64 -1.29
H: -0.18 1.09 1.62
H: 0.25 -0.04 0.28
H: -2.44 1.24 -4.06
H: -1.65 2.16 -2.72
H: -4.12 2.93 -3.81
H: -4.68 1.74 -2.53
H: -4.74 4.06 -1.63
H: -3.54 3.07 -0.74
N: 0.25 -3.89 0.56
C: 0.57 -5.17 0.20
C: 1.65 -5.56 0.94
C: 2.00 -4.47 1.79
C: 1.10 -3.46 1.53
H: -0.51 -3.35 0.17
H: 0.00 -5.69 -0.55
H: 2.15 -6.52 0.89
H: 2.80 -4.43 2.50
H: 1.01 -2.47 1.94
N: -6.26 1.83 0.81
C: -5.83 2.65 1.82
C: -6.94 3.17 2.44
C: -8.08 2.64 1.78
C: -7.63 1.82 0.79
H: -5.65 1.32 0.19
H: -4.78 2.79 2.01
H: -6.94 3.85 3.27
H: -9.12 2.84 2.02
H: -8.16 1.22 0.06
N: 5.06 -6.32 2.28
C: 5.39 -7.60 1.92
C: 6.47 -7.99 2.67
C: 6.81 -6.90 3.51
C: 5.92 -5.89 3.25
H: 4.31 -5.79 1.89
H: 4.82 -8.13 1.17
H: 6.97 -8.94 2.62
H: 7.62 -6.86 4.23
H: 5.83 -4.90 3.67



Entry 6:
C5H11O2 | ωB97M-V with the def2-TZVPD basis set

As for the charge: -1. For the energy above the lowest of the compared OMol25 structures with the same formula, charge and spin, the calculation gives 159.1 kJ/mol. Its LUMO energy is 4.08 eV. For the total energy, the calculation gives -347.58906 hartree. The HOMO-LUMO gap is 8.0 eV.

Cartesian coordinates (Å):
C: 0.81 -1.21 2.44
C: 1.58 -0.39 1.24
O: 1.47 -0.82 0.06
O: 2.16 0.67 1.70
H: -0.01 -0.59 2.81
H: 1.44 -1.81 3.02
H: 0.31 -2.03 1.81
C: -0.63 0.47 -1.90
C: 0.17 1.42 -0.91
C: -1.71 -0.27 -0.99
H: -1.13 1.00 -2.67
H: 0.29 -0.10 -2.30
H: 0.40 0.82 -0.09
H: -0.27 2.45 -0.67
H: -1.31 -1.18 -0.52
H: -2.22 0.37 -0.20
H: 1.24 1.68 -1.18
H: -2.60 -0.49 -1.65



Entry 7:
C9H14 | ωB97M-V with the def2-TZVPD basis set

As for the charge: +1. For the energy above the lowest of the compared OMol25 structures with the same formula, charge and spin, the calculation gives 68.5 kJ/mol. The expectation value of S² is 0.77. Its LUMO energy (spin up / spin down) is -4.48 / -8.28 eV. For the total energy, the calculation gives -350.98292 hartree. As for the multiplicity: 2. The HOMO-LUMO gap (spin up / spin down) is 10.2 / 6.4 eV.

Cartesian coordinates (Å):
C: 0.34 1.32 -2.39
C: 0.82 -0.11 -2.67
H: 1.11 2.04 -2.08
H: 0.02 1.83 -3.30
H: -0.47 1.35 -1.66
H: 0.31 -0.76 -1.95
H: 1.88 -0.27 -2.45
H: 0.52 -0.48 -3.64
C: 1.65 -1.27 1.68
C: -0.84 -1.40 1.33
C: 0.32 -0.59 1.63
C: -2.02 -0.83 0.91
C: 0.23 0.81 1.70
C: -2.07 0.56 0.82
C: -0.99 1.33 1.35
H: -0.68 -2.46 1.16
H: -2.96 -1.34 0.79
H: 2.41 -0.84 1.05
H: 1.51 -2.30 1.32
H: 1.09 1.44 1.83
H: -2.98 1.04 0.48
H: -1.09 2.41 1.39
H: 1.90 -1.48 2.73



Entry 8:
BH18O7 | ωB97M-V with the def2-TZVPD basis set

As for the charge: -1. For the energy above the lowest of the compared OMol25 structures with the same formula, charge and spin, the calculation gives 248.5 kJ/mol. Its LUMO energy is 2.96 eV. For the total energy, the calculation gives -562.26176 hartree. The HOMO-LUMO gap is 9.1 eV.

Cartesian coordinates (Å):
B: -0.14 -0.16 -0.06
H: -1.32 -0.45 -0.08
H: 0.46 -0.63 -0.91
H: 0.03 1.00 0.07
H: 0.32 -0.81 0.83
O: -1.76 -0.73 -3.35
H: -1.60 -1.41 -3.97
H: -1.32 -0.94 -2.60
O: -1.64 -2.86 1.73
H: -1.23 -2.36 1.12
H: -1.19 -3.69 1.99
O: -0.48 1.64 3.35
H: -0.41 1.30 4.11
H: -0.38 0.98 2.69
O: 2.57 -3.08 0.39
H: 2.26 -2.16 0.43
H: 1.72 -3.51 0.01
O: -2.12 3.28 0.23
H: -2.91 3.42 -0.23
H: -1.92 2.47 0.04
O: 1.35 2.09 -2.64
H: 0.86 2.75 -3.24
H: 0.71 1.47 -2.37
O: 2.99 1.10 0.95
H: 2.34 1.09 0.27
H: 2.80 0.19 1.23



> Which of these has the highest charge?

C40H47N8S3SbTi